{
  "formula": "C6H11Br2N2",
  "method": "ωB97M-V with the def2-TZVPD basis set",
  "e_homo_ev": [-13.23, -13.23],
  "gap_ev": [7.2, 7.2],
  "molar_mass_da": 270.976,
  "charge": 1,
  "e_tot_ev": -149454.990,
  "species": ["C", "C", "C", "C", "C", "C", "N", "N", "Br", "Br", "H", "H", "H", "H", "H", "H", "H", "H", "H", "H", "H"],
  "coordinates": [[-1.32062, 0.23010, 1.25172], [0.00670, -1.25004, -0.08229], [0.98433, 0.74335, 0.76484], [-1.86810, 0.74974, -0.17642], [-0.35565, -0.39515, -1.39077], [0.32149, 1.61043, -0.23960], [0.01582, -0.32689, 0.99148], [-0.66176, 0.94766, -0.95093], [3.98223, -1.44774, -0.44106], [-0.05547, 3.32593, 0.13048], [-1.34044, 1.20119, 1.95644], [-2.08017, -0.54738, 1.58765], [-0.64695, -2.08112, -0.06994], [0.88362, -1.76005, -0.32259], [1.96390, 0.15004, 0.65018], [1.25200, 1.24060, 1.60124], [-2.55413, -0.08913, -0.43958], [-2.38618, 1.56022, 0.10278], [0.53679, -0.30240, -2.03344], [-1.17405, -0.90835, -1.92986], [4.49664, -2.65101, -0.96036]],
  "lowdin_charge": [-0.0894, -0.1210, -0.1562, -0.1299, -0.0816, -0.5974, -0.1021, -0.1067, 0.3901, 1.0469, 0.1650, 0.1516, 0.1249, 0.0705, 0.1111, 0.0957, 0.1493, 0.0626, 0.1374, 0.1451, -0.2656]
}

***

{
  "formula": "C2IO2S",
  "method": "ωB97M-V with the def2-TZVPD basis set",
  "e_homo_ev": -4.51,
  "gap_ev": 7.7,
  "molar_mass_da": 214.991,
  "charge": -1,
  "e_tot_ev": -25105.012,
  "species": ["C", "C", "O", "O", "S", "I"],
  "coordinates": [[-1.02635, 0.31190, -0.19917], [1.49417, -1.00389, 0.25529], [-0.86643, 1.44984, -0.45891], [-0.46748, -0.72574, 0.01457], [2.18329, 0.28744, 0.77000], [-3.39902, -0.14622, 0.06728]],
  "lowdin_charge": [-0.9851, -0.5459, -0.0128, -0.2067, 0.5741, 0.1765]
}

***

{
  "formula": "C26H70O9",
  "method": "ωB97M-V with the def2-TZVPD basis set",
  "e_homo_ev": [-10.72, -10.72],
  "gap_ev": [7.8, 1.7],
  "molar_mass_da": 526.837,
  "charge": 1,
  "multiplicity": 2,
  "e_tot_ev": -46510.146,
  "species": ["C", "C", "O", "C", "C", "H", "H", "H", "H", "H", "H", "H", "H", "H", "H", "C", "C", "O", "C", "C", "H", "H", "H", "H", "H", "H", "H", "H", "H", "H", "C", "C", "O", "C", "C", "H", "H", "H", "H", "H", "H", "H", "H", "H", "H", "C", "C", "O", "C", "C", "H", "H", "H", "H", "H", "H", "H", "H", "H", "H", "C", "C", "O", "H", "H", "H", "H", "H", "H", "C", "C", "O", "H", "H", "H", "H", "H", "H", "C", "C", "O", "H", "H", "H", "H", "H", "H", "C", "C", "O", "H", "H", "H", "H", "H", "H", "C", "C", "O", "H", "H", "H", "H", "H", "H"],
  "coordinates": [[-3.17633, 2.65918, -4.11332], [-2.48150, 1.19040, -4.17526], [-1.37856, 1.22998, -5.11201], [-1.40976, 0.14328, -6.09637], [-0.45651, 0.48385, -7.19923], [-3.88105, 2.99961, -3.35464], [-2.34691, 3.36305, -4.18205], [-3.68834, 2.81057, -5.06360], [-2.11679, 0.75223, -3.24624], [-3.29583, 0.53607, -4.48645], [-1.06347, -0.74564, -5.56911], [-2.42752, -0.06368, -6.42719], [-0.78537, 1.42323, -7.64367], [-0.45188, -0.18512, -8.05979], [0.49603, 0.69842, -6.71475], [-1.35428, 4.30193, 7.08521], [-1.23020, 4.89480, 5.72622], [-1.16721, 3.75618, 4.85458], [-0.75981, 4.01713, 3.45027], [-0.91990, 2.66615, 2.87890], [-2.20680, 3.62274, 7.08179], [-0.40833, 3.86612, 7.40671], [-1.61644, 5.09173, 7.78919], [-2.10120, 5.53611, 5.59137], [-0.30164, 5.43058, 5.52920], [-1.52179, 4.68838, 3.05415], [0.26817, 4.32826, 3.26439], [-0.26578, 1.93308, 3.35097], [-0.77063, 2.45357, 1.82030], [-1.92801, 2.27375, 3.01242], [4.74795, 3.18296, -1.84883], [5.20754, 1.81824, -1.57357], [4.63363, 0.88582, -2.47067], [4.68881, -0.48152, -2.07808], [4.10487, -1.36946, -3.18782], [5.20687, 3.95271, -1.22836], [4.98104, 3.33772, -2.90231], [3.66977, 3.22538, -1.69451], [6.27907, 1.62389, -1.52719], [4.82674, 1.53848, -0.59131], [5.69156, -0.80660, -1.80075], [4.12610, -0.62782, -1.15610], [3.07624, -1.02159, -3.28279], [4.20439, -2.43046, -2.95872], [4.49779, -1.22085, -4.19361], [-1.48395, -3.59445, 2.83671], [-2.40574, -2.97039, 3.86427], [-2.32271, -3.47597, 5.22573], [-2.99665, -2.66386, 6.18595], [-3.25118, -3.44074, 7.47145], [-1.37917, -3.00655, 1.92485], [-0.51140, -3.71470, 3.31399], [-1.85256, -4.50049, 2.35576], [-2.19670, -1.90083, 3.88558], [-3.38789, -2.95717, 3.39173], [-2.24809, -1.87280, 6.23040], [-3.91995, -2.32004, 5.71969], [-2.43774, -4.13963, 7.66629], [-4.24546, -3.88483, 7.51950], [-3.25219, -2.67232, 8.24452], [-0.30414, -4.44474, -1.22976], [-1.44422, -3.52547, -1.69103], [-1.24448, -2.36813, -0.90654], [-0.37612, -5.38707, -1.77284], [-0.37988, -4.62567, -0.15756], [0.68534, -4.05170, -1.46333], [-2.43163, -3.97584, -1.58960], [-1.29846, -3.37923, -2.76129], [-0.29495, -2.24192, -0.84273], [2.24588, -3.97119, 2.91992], [2.81409, -2.58598, 3.04088], [3.41009, -2.02900, 1.83794], [2.88462, -4.85409, 2.89505], [1.56286, -4.00759, 2.07124], [1.63538, -4.12196, 3.81024], [3.58132, -2.42314, 3.79781], [2.06827, -1.82648, 3.27544], [4.12885, -1.49833, 2.18919], [-4.48150, 1.20912, -0.27180], [-3.27612, 0.29668, -0.14875], [-3.34132, -0.62798, -1.18484], [-4.51142, 1.56816, -1.30054], [-4.56099, 2.06939, 0.39280], [-5.38432, 0.64300, -0.04262], [-3.31077, -0.26300, 0.78595], [-2.33742, 0.84486, -0.22908], [-2.63082, -1.26952, -1.11258], [0.42880, 0.35989, -0.96739], [0.61055, -0.53815, 0.27861], [1.26078, -1.71931, -0.21862], [0.26960, 1.35223, -0.54549], [-0.32889, -0.09871, -1.60277], [1.38928, 0.31406, -1.48069], [-0.25134, -0.74785, 0.91207], [1.34940, -0.09133, 0.94385], [1.95539, -2.08021, 0.33714], [1.70225, 1.98974, -4.22291], [2.82260, 2.45874, -5.18170], [3.99700, 1.72656, -5.16104], [1.49419, 0.93022, -4.37201], [0.73325, 2.48451, -4.28894], [2.01847, 2.11964, -3.18790], [3.05513, 3.48095, -4.88318], [2.34388, 2.57045, -6.15456], [4.43856, 1.68784, -4.30950]],
  "mulliken_spin": [0.0000, 0.0000, 0.0000, 0.0000, 0.0000, 0.0000, 0.0000, 0.0000, 0.0000, 0.0000, 0.0000, 0.0000, 0.0000, 0.0000, 0.0000, 0.0000, 0.0000, 0.0000, 0.0000, -0.0004, 0.0000, 0.0000, 0.0000, 0.0000, 0.0000, 0.0000, 0.0000, 0.0001, 0.0003, 0.0001, 0.0000, 0.0000, 0.0000, 0.0000, 0.0000, 0.0000, 0.0000, 0.0000, 0.0000, 0.0000, 0.0000, 0.0000, 0.0000, 0.0000, 0.0000, 0.0074, 0.0505, 0.7060, 0.0405, 0.0102, 0.0009, -0.0008, 0.0079, 0.0525, 0.0430, 0.0534, 0.0241, 0.0001, 0.0058, -0.0024, -0.0001, -0.0001, 0.0005, 0.0000, 0.0001, 0.0000, 0.0000, 0.0000, 0.0000, 0.0001, -0.0001, 0.0000, 0.0000, -0.0001, 0.0002, 0.0000, 0.0000, 0.0000, 0.0000, 0.0005, 0.0000, 0.0000, 0.0000, 0.0000, -0.0005, 0.0000, 0.0000, 0.0000, 0.0000, 0.0001, 0.0000, 0.0000, 0.0000, 0.0003, 0.0000, 0.0000, 0.0000, 0.0000, 0.0000, 0.0000, 0.0000, 0.0000, 0.0000, 0.0000, 0.0000]
}

***

{
  "formula": "C5H5AuCl3GeN4S2",
  "method": "ωB97M-V with the def2-TZVPD basis set",
  "e_homo_ev": [-9.04, -9.49],
  "gap_ev": [8.4, 6.1],
  "molar_mass_da": 561.193,
  "multiplicity": 2,
  "e_tot_ev": -130675.087,
  "species": ["Au", "S", "C", "N", "C", "C", "S", "H", "H", "H", "H", "H", "N", "C", "N", "C", "N", "Cl", "Ge", "Cl", "Cl"],
  "coordinates": [[-0.91608, -0.78974, 2.21261], [1.44465, -0.19350, 1.83485], [1.32090, 0.29580, 0.18902], [1.29019, -0.52395, -0.82666], [1.29209, 0.04403, -2.17741], [0.99206, 1.53834, -2.02547], [1.27296, 1.94699, -0.26804], [1.27880, -1.52025, -0.65816], [0.53108, -0.43784, -2.78858], [2.26980, -0.12990, -2.62663], [-0.04000, 1.76494, -2.27980], [1.64845, 2.14399, -2.64331], [-1.64047, 0.41776, -3.72026], [-2.21828, 0.05349, -2.78468], [-2.88112, -0.36422, -1.71117], [-2.19076, -0.69742, -0.69586], [-1.56209, -1.02312, 0.23742], [-1.90575, -1.96523, 5.60107], [-0.54533, -0.65433, 4.56438], [-0.86943, 1.31172, 5.36597], [1.42831, -1.21755, 5.20068]],
  "mulliken_spin": [0.4152, 0.2576, 0.0315, 0.0555, -0.0041, -0.0006, 0.0281, -0.0016, 0.0018, 0.0034, 0.0016, 0.0003, 0.0005, 0.0000, 0.0040, -0.0015, -0.0052, 0.0464, 0.1306, 0.0248, 0.0119]
}

***

{
  "formula": "H4NOPS2",
  "method": "ωB97M-V with the def2-TZVPD basis set",
  "smiles": "NP(=O)(S)S",
  "e_homo_ev": -9.94,
  "gap_ev": 10.2,
  "molar_mass_da": 129.146,
  "e_tot_ev": -34562.807,
  "species": ["N", "P", "O", "S", "S", "H", "H", "H", "H"],
  "coordinates": [[0.72964, 0.89327, 0.62022], [-0.07343, -0.29553, -0.22922], [0.14431, -0.06087, -1.64030], [0.88934, -2.18186, 0.22767], [-2.09371, -0.08391, 0.29899], [1.82028, 0.82646, 0.28004], [0.75317, 0.64354, 1.56255], [1.15129, -1.72091, -0.98283], [-2.25066, 0.64695, -0.87911]],
  "lowdin_charge": [-0.1707, -0.1282, -0.4305, 0.4584, 0.4633, 0.1441, -0.0053, -0.2125, -0.1187]
}

***

{
  "formula": "C10H11N3",
  "method": "ωB97M-V with the def2-TZVPD basis set",
  "smiles": "Cc1cc(N)c2cc(N)ccc2n1",
  "e_homo_ev": -7.57,
  "gap_ev": 8.0,
  "molar_mass_da": 173.219,
  "e_tot_ev": -15016.487,
  "species": ["C", "C", "C", "C", "N", "C", "C", "C", "N", "C", "C", "C", "N", "H", "H", "H", "H", "H", "H", "H", "H", "H", "H", "H"],
  "coordinates": [[3.82976, -0.82709, 0.20693], [2.36738, -0.60994, -0.02954], [2.24482, 0.80066, -0.08522], [0.96980, 1.26431, -0.07962], [0.51645, 2.64039, -0.12595], [-0.15499, 0.47798, 0.08072], [-1.53366, 0.89459, 0.31045], [-2.61873, -0.05540, 0.00971], [-3.92700, 0.22356, 0.08116], [-2.25225, -1.37082, -0.04373], [-0.97518, -1.77984, -0.08969], [0.09443, -0.90326, -0.02618], [1.43195, -1.41712, -0.11252], [4.14411, -1.94793, 0.29584], [4.13214, -0.46974, -0.79678], [4.23066, -0.20444, 1.11791], [3.10755, 1.37368, 0.15798], [-0.22468, 2.88893, -0.64973], [1.24223, 3.29002, -0.48504], [-1.91399, 1.93612, 0.80061], [-4.21927, 1.11387, -0.08066], [-4.65072, -0.62588, 0.02885], [-3.04594, -2.03504, -0.47198], [-0.78015, -2.79460, -0.33874]],
  "lowdin_charge": [-0.0633, -0.4383, -0.0051, -0.2324, 0.0974, -0.1456, 0.0509, -0.3661, 0.0927, -0.0807, -0.0331, -0.1788, 0.1603, 0.1043, 0.0825, 0.1181, 0.1050, 0.0179, 0.1040, 0.1529, 0.0472, 0.1742, 0.1275, 0.1082]
}

***

{
  "formula": "C30H25N11O2SZr",
  "method": "ωB97M-V with the def2-TZVPD basis set",
  "e_homo_ev": -7.78,
  "gap_ev": 6.7,
  "molar_mass_da": 694.896,
  "e_tot_ev": -64122.829,
  "species": ["Zr", "O", "C", "N", "C", "C", "C", "C", "C", "C", "N", "C", "O", "C", "C", "C", "C", "C", "N", "C", "C", "C", "C", "C", "N", "H", "H", "H", "H", "H", "H", "H", "H", "H", "H", "H", "H", "C", "C", "N", "C", "S", "N", "N", "C", "C", "C", "C", "C", "C", "C", "N", "H", "H", "H", "H", "H", "H", "H", "H", "H", "H", "H", "H", "H", "N", "C", "N", "C", "N"],
  "coordinates": [[-0.21975, -0.44843, -0.00805], [-3.47195, 2.31854, -0.41146], [-2.75816, 1.32019, -0.35971], [-1.68534, 1.07638, 0.40021], [-1.29251, 1.92763, 1.44107], [-1.69740, 3.24126, 1.65200], [-1.26925, 3.92541, 2.78033], [-0.43422, 3.31622, 3.70078], [-0.00716, 2.01177, 3.50469], [-0.43054, 1.30879, 2.38336], [-0.15010, -0.02816, 2.08741], [0.19635, -0.90936, 3.02563], [0.50641, -0.73399, 4.20162], [0.12757, -2.32231, 2.49153], [0.67729, -3.35068, 3.25532], [0.56423, -4.65239, 2.80677], [-0.11829, -4.87377, 1.61751], [-0.62672, -3.78966, 0.92000], [-0.51302, -2.52656, 1.33142], [-3.06429, 0.12750, -1.24258], [-4.07041, 0.24796, -2.19878], [-4.30556, -0.80723, -3.05883], [-3.52977, -1.94991, -2.92207], [-2.56407, -1.99274, -1.92736], [-2.32844, -0.98704, -1.08369], [-2.35804, 3.71211, 0.94289], [-1.59154, 4.94498, 2.93633], [-0.10881, 3.85464, 4.57886], [0.63395, 1.52636, 4.22276], [1.17039, -3.08818, 4.17925], [0.97195, -5.47754, 3.37319], [-0.25824, -5.87348, 1.23838], [-1.16769, -3.94860, -0.00374], [-4.61890, 1.17868, -2.25020], [-5.06573, -0.73871, -3.82376], [-3.65708, -2.78697, -3.59078], [-1.93249, -2.86700, -1.82010], [-0.57260, 3.22959, -4.89088], [-1.58324, 3.02114, -3.76590], [-0.94274, 3.06091, -2.47188], [-0.22959, 2.04670, -1.96069], [-0.28389, 0.50012, -2.69037], [0.60130, 2.33660, -0.95982], [1.12694, 1.29808, -0.30918], [2.24037, 1.46788, 0.35544], [2.95734, 2.78274, 0.32546], [2.77380, 0.28360, 0.99819], [3.92579, 0.29887, 1.80033], [4.46191, -0.89235, 2.24555], [3.84493, -2.08363, 1.88621], [2.68077, -2.01307, 1.13575], [2.14037, -0.87681, 0.71224], [-1.06076, 3.17397, -5.85765], [-0.09129, 4.19872, -4.80195], [0.18421, 2.45258, -4.84027], [-2.35614, 3.79078, -3.78504], [-2.05251, 2.04124, -3.87864], [-0.84784, 3.95195, -2.00768], [2.92961, 3.15155, -0.69997], [2.43349, 3.50901, 0.94726], [3.98911, 2.69651, 0.64791], [4.39010, 1.23617, 2.06301], [5.35481, -0.90296, 2.85359], [4.24716, -3.03895, 2.18461], [2.18077, -2.92868, 0.83891], [2.94897, -5.76945, -2.60704], [2.19962, -4.90319, -2.47454], [1.28598, -4.00384, -2.38607], [1.00774, -2.97887, -1.75367], [0.56282, -2.02260, -1.22342]],
  "lowdin_charge": [1.6826, 0.0536, -0.4780, -0.0644, -0.2144, -0.0135, -0.0898, -0.0929, -0.0175, -0.2167, -0.0658, -0.4681, 0.0637, -0.2119, 0.0004, -0.0330, -0.0340, -0.1267, 0.0353, -0.2207, 0.0067, -0.0339, -0.0358, -0.1386, -0.0294, 0.0980, 0.0988, 0.0982, 0.0993, 0.1245, 0.1155, 0.1119, 0.1011, 0.1235, 0.1138, 0.1095, 0.0936, -0.0872, -0.2764, 0.0067, -0.8029, 0.7048, -0.0077, -0.1415, -0.2413, -0.0051, -0.1998, 0.0124, -0.0363, -0.0278, -0.1260, 0.0348, 0.0711, 0.0719, 0.0522, 0.1188, 0.0739, 0.1483, 0.0841, 0.0961, 0.0669, 0.1094, 0.1146, 0.1122, 0.1062, 0.0985, -0.4035, 0.1129, -0.3226, -0.0629]
}

***

{
  "formula": "C4H6NO3S",
  "method": "ωB97M-V with the def2-TZVPD basis set",
  "smiles": "O=[S@@H]([O-])=C1C=NCCO1",
  "e_homo_ev": -3.34,
  "gap_ev": 7.1,
  "molar_mass_da": 148.163,
  "charge": -1,
  "e_tot_ev": -22709.680,
  "species": ["O", "S", "O", "C", "C", "N", "C", "C", "O", "H", "H", "H", "H", "H", "H"],
  "coordinates": [[3.33848, 0.08888, 0.53750], [2.56005, 1.28864, 1.00747], [3.16181, 2.57294, 0.74929], [0.43057, 1.11634, 0.78416], [0.38154, 1.48918, -0.55421], [-0.62860, 1.12434, -1.31521], [-1.39857, 0.14039, -0.77262], [-0.54429, -0.79883, 0.05974], [-0.06643, -0.07252, 1.17542], [2.99783, 1.36160, 2.52017], [0.88347, 2.38444, -0.81745], [-1.80788, -0.38352, -1.59623], [-2.15347, 0.61300, -0.07383], [-1.10920, -1.57605, 0.71891], [0.35410, -1.22530, -0.42724]],
  "lowdin_charge": [-0.5135, 0.6544, -0.5022, -0.2809, -0.2866, -0.0316, -0.3129, -0.2002, -0.1600, 0.0491, 0.0833, 0.0873, 0.1386, 0.1439, 0.1313]
}

***

Which formula does entry 8 have?
C4H6NO3S